18
Properties=species:S:1:pos:R:3 method="wB97M-V/def2-TZVPD" largest_force_ha_per_bohr=0.009 spin_multiplicity=1 lumo_energy_ev=0.79 relative_energy_kj_mol=387.0 orbital_gap_ev=7.9 homo_energy_ev=-7.100
C -2.361 0.141 0.088
C -1.259 1.094 -0.327
C 0.693 -0.410 0.539
C 1.875 0.519 0.594
C 1.059 -1.731 -0.069
O -0.168 0.338 -0.931
H -2.661 -0.488 -0.752
H -3.240 0.706 0.414
H -2.023 -0.498 0.905
H -0.887 1.654 0.540
H -1.611 1.792 -1.092
H 2.477 0.173 1.445
H 1.596 1.555 0.832
H 2.549 0.521 -0.288
H 1.559 -2.288 0.736
H 1.756 -1.704 -0.928
H 0.174 -2.311 -0.352
H 0.473 0.938 -1.356